Here is 10 unconnected molecules or ions with the total composition C5H33N2O9 in a non-equilibrium geometry from the Open Molecules 2025 dataset. Energies are from the ωB97M-V functional and the def2-TZVPD basis.

Bonds (Å) are listed after each position.
Atoms and positions in Å:
1 C 2.31920 -0.91893 1.54962  C2 1.518, H8 1.100, H9 1.089, H10 1.111
2 C 1.55525 0.16269 0.80744  C1 1.518, C3 1.610, N7 1.587, H11 1.115
3 C 0.65049 -0.30864 -0.43772  C2 1.610, C4 1.532, H12 1.075, H13 1.174
4 C -0.32427 0.77300 -0.91394  C3 1.532, N6 1.465, H14 1.176, H15 1.175
5 C -2.70879 1.22682 -1.17318  N6 1.474, H16 1.126, H17 1.154, H18 1.124
6 N -1.66326 0.19408 -1.05336  C4 1.465, C5 1.474, H19 1.054
7 N 2.58014 1.19432 0.17315  C2 1.587, H20 1.025, H21 1.055, H22 1.079
8 H 3.25791 -0.54052 1.97970  C1 1.100
9 H 2.44199 -1.69670 0.79673  C1 1.089
10 H 1.63062 -1.27331 2.34565  C1 1.111
11 H 1.00424 0.71498 1.60344  C2 1.115
12 H 0.15581 -1.11837 0.06658  C3 1.075
13 H 1.39929 -0.67507 -1.26462  C3 1.174
14 H -0.33624 1.70124 -0.19240  C4 1.176
15 H -0.08115 1.16712 -1.99432  C4 1.175
16 H -2.97560 1.76915 -0.22359  C5 1.126
17 H -2.25504 2.12614 -1.73704  C5 1.154
18 H -3.69172 0.87199 -1.58786  C5 1.124
19 H -1.97982 -0.57729 -0.40932  N6 1.054
20 H 2.36480 2.10959 0.58116  N7 1.025
21 H 2.66940 1.10212 -0.87447  N7 1.055
22 H 3.54415 0.97227 0.60383  N7 1.079
23 H 1.86324 0.38517 -3.49924  O25 1.089
24 H 3.14167 1.07669 -3.33967  O25 0.959
25 O 2.35214 1.05847 -2.79644  H23 1.089, H24 0.959
26 H -3.71019 -2.44368 1.65781  O28 0.949
27 H -2.92580 -2.95897 0.35882  O28 0.949
28 O -3.12290 -2.23719 0.94197  H26 0.949, H27 0.949
29 H -1.20302 -4.53564 0.00807  O31 1.035
30 H -1.03474 -5.00351 -1.60780  O31 1.038
31 O -1.22896 -4.20578 -0.97253  H29 1.035, H30 1.038
32 H -1.12300 -2.09128 -2.35010  O34 0.916
33 H -1.45468 -0.66515 -2.75711  O34 1.042
34 O -0.98100 -1.54002 -3.06746  H32 0.916, H33 1.042
35 H -0.77715 2.43963 2.68152  O37 1.044
36 H -0.09772 3.77446 2.34584  O37 0.959
37 O 0.04374 2.84148 2.17693  H35 1.044, H36 0.959
38 H 0.82847 -0.78016 -4.96841  O40 0.874
39 H 0.41791 -0.99485 -3.55702  O40 1.072
40 O 1.23704 -0.73471 -4.19692  H38 0.874, H39 1.072
41 H -0.81885 -1.35650 3.31776  O43 0.975
42 H -1.83781 -1.50065 2.20815  O43 1.032
43 O -1.00608 -0.94130 2.45535  H41 0.975, H42 1.032
44 H 1.68562 2.53777 2.65153  O46 1.007
45 H 3.03542 3.28750 2.95144  O46 0.978
46 O 2.68403 2.41205 2.69462  H44 1.007, H45 0.978
47 H -1.57475 0.67781 2.88548  O49 0.926
48 H -2.69121 1.39380 3.63102  O49 0.970
49 O -1.75821 1.44397 3.37155  H47 0.926, H48 0.970

Its HOMO energy (spin up / spin down) is -16.64 / -16.64 eV. For the energy relative to the best compared isomer or geometry (same formula, charge and spin), the calculation gives 276.0 kJ/mol. The calculation puts the molar mass at 265.324 g mol⁻¹. As for the spin multiplicity: 2. Its net charge is +2.

Now the Mulliken charges, all in e: -1.182, 0.232, -1.051, -0.327, -0.796, -0.008, -0.040, 0.397, 0.375, 0.252, -0.211, 0.543, 0.395, 0.485, 0.372, 0.345, 0.378, 0.378, 0.169, 0.408, 0.286, 0.383, 0.354, 0.299, -0.733, 0.311, 0.295, -0.665, 0.339, 0.322, -0.643, 0.249, 0.476, -0.621, 0.403, 0.316, -0.715, 0.297, 0.401, -0.622, 0.310, 0.317, -0.601, 0.378, 0.333, -0.641, 0.367, 0.340, -0.652